{"formula": "C3H6Cl2O", "method": "wB97M-V/def2-TZVPD", "total_charge": 0, "smiles": "OC(CCl)CCl", "total_energy_ev": -30300.634, "orbital_gap_ev": 11.52, "e_homo_ev": -10.7, "species": ["O", "C", "C", "Cl", "C", "Cl", "H", "H", "H", "H", "H", "H"], "xyz": [[-0.6461, 1.5085, -0.1257], [-0.0914, 0.2610, -0.4302], [1.3978, 0.4000, 0.0181], [2.2851, -1.0994, -0.2364], [-0.8156, -0.8300, 0.4032], [-2.3971, -1.0489, -0.2747], [-1.5950, 1.4805, -0.2265], [-0.1340, -0.0315, -1.4773], [1.4070, 0.6909, 1.0751], [1.8726, 1.1229, -0.5754], [-0.3418, -1.8278, 0.3415], [-0.9415, -0.6262, 1.5085]]}